237
Properties=species:S:1:pos:R:3:lowdin_spin:R:1 method="wB97M-V/def2-TZVPD" homo_lumo_gap_ev="7.51 / 7.45" multiplicity=6 e_lumo_ev="-0.10 / -0.16" charge=0 homo_energy_ev="-7.608 / -7.608"
Mn 2.5296 0.2968 3.5463 4.67
F 0.8989 -0.4316 4.4809 0.09
C 2.4966 1.4678 -0.5650 0.00
F 3.7981 1.6129 -0.3124 0.00
F 2.2641 2.2633 -1.5970 0.00
F 2.2370 0.2059 -0.8475 0.00
S 1.5028 2.0114 0.9439 0.01
O 2.5395 2.6819 1.7007 0.01
O 0.3872 2.8331 0.6246 0.00
N 1.2987 0.5892 1.8403 0.04
S -0.1650 -0.0284 1.4701 0.01
O -0.6507 0.3099 0.1594 0.01
O -0.1966 -1.4337 1.7325 0.00
C -1.3692 0.8208 2.6655 0.00
F -2.4433 1.1566 1.9538 0.00
F -1.7919 -0.0605 3.5528 0.00
F -0.8262 1.8847 3.2321 0.00
C 3.7493 1.5062 -4.9146 0.00
C 5.0283 2.2320 -5.3124 0.00
C 6.1158 1.9529 -4.2935 0.00
C 7.5354 2.2230 -4.7958 0.00
C 7.7835 1.6065 -6.1744 0.00
C 6.7710 2.0413 -7.2388 0.00
N 5.4375 1.9550 -6.6696 0.00
O 4.4050 2.0008 -7.6152 0.00
C 7.1146 3.4504 -7.7427 0.00
C 6.8989 1.0961 -8.4481 0.00
C 4.6942 3.7543 -5.2688 0.00
H 3.8074 0.4311 -5.1352 0.00
H 2.8402 1.7836 -5.4438 0.00
H 3.6684 1.5267 -3.8264 0.00
H 5.9488 2.6488 -3.4618 0.00
H 6.0204 0.9994 -3.7674 0.00
H 8.1597 1.7357 -4.0401 0.00
H 7.8350 3.2723 -4.7604 0.00
H 7.6714 0.5253 -6.0690 0.00
H 8.7844 1.9373 -6.4554 0.00
H 7.3804 4.1418 -6.9450 0.00
H 7.9340 3.3888 -8.4650 0.00
H 6.3314 3.8834 -8.3751 0.00
H 6.5533 0.0763 -8.2788 0.00
H 6.2428 1.5079 -9.2153 0.00
H 7.9409 1.0584 -8.7630 0.00
H 4.3359 4.1553 -4.3181 0.00
H 3.9836 4.1233 -6.0149 0.00
H 5.5912 4.3213 -5.5434 0.00
H 4.4414 2.8966 -7.9867 0.00
C -5.7133 -2.8681 -1.9899 0.00
C -5.2472 -2.9635 -0.5344 0.00
C -6.5217 -3.3561 0.2401 0.00
C -6.1676 -3.8439 1.6574 0.00
C -5.0008 -4.8481 1.7017 0.00
C -3.7829 -4.2624 1.0385 0.00
N -4.1412 -3.8862 -0.3322 0.00
O -3.0100 -3.4739 -1.0607 0.00
C -2.9920 -3.2783 1.9220 0.00
C -2.7762 -5.4332 0.8398 0.00
C -4.8750 -1.5353 0.0320 0.00
H -6.2791 -3.7658 -2.2465 0.00
H -4.8864 -2.8140 -2.7037 0.00
H -6.3231 -1.9858 -2.1752 0.00
H -7.1792 -2.4920 0.2919 0.00
H -7.0210 -4.2356 -0.1777 0.00
H -7.0605 -4.2846 2.1153 0.00
H -6.0288 -2.9801 2.3178 0.00
H -5.3049 -5.8043 1.2650 0.00
H -5.0043 -5.0830 2.7706 0.00
H -2.3471 -3.8189 2.6124 0.00
H -2.2531 -2.7867 1.2814 0.00
H -3.5660 -2.4824 2.3961 0.00
H -1.7638 -5.1171 0.5717 0.00
H -2.6095 -5.9865 1.7674 0.00
H -3.1395 -6.0271 -0.0005 0.00
H -5.4789 -1.2054 0.8787 0.00
H -5.0867 -0.8600 -0.7976 0.00
H -3.8388 -1.4912 0.3573 0.00
H -3.0453 -3.9573 -1.8909 0.00
C 0.7753 7.5009 -2.0478 0.00
C 0.7274 6.1582 -2.7940 0.00
C 0.2499 5.0704 -1.8609 0.00
C -0.2607 3.8312 -2.6256 0.00
C -1.3191 4.1940 -3.6622 0.00
C -0.7594 5.2231 -4.6535 0.00
N -0.2042 6.3520 -3.9212 0.00
O 0.1686 7.4355 -4.7452 0.00
C 0.1893 4.5021 -5.6191 0.00
C -1.9923 5.7401 -5.4451 0.00
C 2.1886 5.8944 -3.2312 0.00
H 1.1774 8.3494 -2.5976 0.00
H 1.4204 7.2975 -1.1848 0.00
H -0.1597 7.8501 -1.5987 0.00
H 1.0590 4.5944 -1.3011 0.00
H -0.5165 5.3510 -1.1380 0.00
H -0.8158 3.2267 -1.8985 0.00
H 0.4715 3.1261 -3.0191 0.00
H -2.1414 4.6292 -3.0874 0.00
H -1.6367 3.3374 -4.2546 0.00
H 1.0120 4.0531 -5.0685 0.00
H -0.2679 3.8477 -6.3629 0.00
H 0.6146 5.2500 -6.3030 0.00
H -1.7066 6.2809 -6.3460 0.00
H -2.7045 4.9253 -5.5526 0.00
H -2.4672 6.4987 -4.8154 0.00
H 2.2367 4.9587 -3.7937 0.00
H 2.8045 5.6414 -2.3655 0.00
H 2.5626 6.7091 -3.8450 0.00
H -0.4323 8.1169 -4.4285 0.00
C -8.4139 0.7890 -5.6663 0.00
O -7.1041 1.2440 -5.5044 0.00
C -6.0732 0.3263 -5.6886 0.00
C -4.7567 0.7476 -5.0832 0.00
N -4.7680 0.6347 -3.6289 0.00
C -3.4359 0.8864 -3.0394 0.00
C -3.4627 1.5746 -1.6969 0.00
O -4.3282 2.6816 -1.8015 0.00
C -4.8350 3.1218 -0.5423 0.00
H -8.5436 -0.2951 -5.7029 0.00
H -8.7218 1.0764 -6.6922 0.00
H -9.1572 1.3286 -5.0823 0.00
H -5.8197 0.2550 -6.7659 0.00
H -6.2941 -0.7297 -5.4942 0.00
H -4.4886 1.7785 -5.3599 0.00
H -3.9601 0.1401 -5.5186 0.00
H -5.3100 1.3902 -3.2171 0.00
H -2.7135 1.3750 -3.7071 0.00
H -3.0448 -0.1323 -2.9157 0.00
H -2.4309 1.8391 -1.4382 0.00
H -3.7974 0.8494 -0.9475 0.00
H -5.6403 2.4279 -0.2886 0.00
H -5.3264 4.0890 -0.6592 0.00
H -3.9737 3.2568 0.1135 0.00
C 0.1471 -6.6420 8.1660 0.00
O -0.1337 -5.2635 7.9265 0.00
C 0.5740 -4.3106 8.6999 0.00
C 0.0333 -2.9110 8.5142 0.00
N -0.1367 -2.5576 7.1120 0.00
C -0.9956 -1.3852 6.9598 0.00
C -0.3374 -0.0784 7.4139 0.00
O 1.0704 -0.1882 7.4511 0.00
C 1.5983 0.8750 8.1807 0.00
H -0.8377 -7.1051 8.2191 0.00
H 0.8298 -6.7701 9.0034 0.00
H 0.5939 -7.0194 7.2391 0.00
H 1.6197 -4.3936 8.3712 0.00
H 0.5335 -4.5756 9.7648 0.00
H 0.7655 -2.2500 8.9882 0.00
H -0.9025 -2.7838 9.0839 0.00
H -0.6957 -3.2799 6.6577 0.00
H -2.0639 -1.5544 7.1935 0.00
H -1.2112 -1.3486 5.8829 0.00
H -0.8924 0.3263 8.2688 0.00
H -0.5989 0.6384 6.6205 0.00
H 2.5035 1.3469 7.7661 0.00
H 2.0364 0.5835 9.1505 0.00
H 0.9216 1.7056 8.4004 0.00
C -0.0576 -2.6267 -1.2233 0.00
O -0.4111 -3.9288 -1.5573 0.00
C 0.5815 -4.7806 -2.0800 0.00
C -0.0620 -6.1184 -2.3875 0.00
N -0.6928 -5.9275 -3.7030 0.00
C -1.6260 -6.9964 -4.1215 0.00
C -1.2388 -8.3918 -3.6922 0.00
O -2.3255 -9.2482 -3.9980 0.00
C -2.2257 -10.5729 -3.5185 0.00
H 0.7614 -2.5719 -0.4990 0.00
H -0.9557 -2.0812 -0.9527 0.00
H 0.3404 -1.9719 -2.0237 0.00
H 1.3068 -4.9047 -1.2565 0.00
H 1.1102 -4.3678 -2.9431 0.00
H -0.7151 -6.5164 -1.6008 0.00
H 0.7017 -6.8878 -2.5377 0.00
H -1.1576 -5.0300 -3.6856 0.00
H -1.8480 -7.0083 -5.1852 0.00
H -2.5034 -6.7273 -3.5151 0.00
H -0.9367 -8.4972 -2.6464 0.00
H -0.4132 -8.8071 -4.2953 0.00
H -1.4401 -11.0317 -4.1394 0.00
H -3.1670 -11.0177 -3.8326 0.00
H -1.9813 -10.7564 -2.4707 0.00
C 3.0804 -2.2074 1.0137 0.00
O 3.5988 -1.3983 2.0613 0.03
C 4.8885 -0.9169 1.7307 0.00
C 5.3854 0.0522 2.7846 0.01
N 4.4155 1.1193 3.0517 0.03
C 4.8257 1.7809 4.3390 0.01
C 3.7573 2.8530 4.6405 0.00
O 2.5422 2.0970 4.7052 0.05
C 1.5228 2.7938 5.4067 0.01
H 3.5553 -3.1887 1.0135 0.00
H 3.0369 -1.6872 0.0593 0.00
H 2.0366 -2.3944 1.2721 0.00
H 4.8515 -0.3566 0.7847 0.00
H 5.5883 -1.7387 1.5474 0.00
H 6.4512 0.2304 2.6088 0.00
H 5.4432 -0.5310 3.7150 0.00
H 4.5352 1.9520 2.4779 0.00
H 5.8576 2.1405 4.2955 0.00
H 4.8397 1.1151 5.2067 0.00
H 3.6819 3.6034 3.8506 0.00
H 3.9949 3.2960 5.6080 0.00
H 1.1083 3.5396 4.7262 0.00
H 1.8500 3.2455 6.3413 0.00
H 0.7181 2.0896 5.6110 0.00
C -2.6004 6.8163 4.9222 0.00
C -1.3563 6.0630 4.4971 0.00
C -0.3247 7.0214 3.8977 0.00
O 0.8629 6.4452 3.3851 0.00
C 0.6610 5.4776 2.3787 0.00
N -0.8466 5.3719 5.6858 0.00
H -3.0431 7.3774 4.0917 0.00
H -2.3756 7.6322 5.6249 0.00
H -3.3798 6.2210 5.3905 0.00
H -1.8241 5.3913 3.7719 0.00
H -0.0174 7.7762 4.6210 0.00
H -0.8294 7.5187 3.0538 0.00
H 0.1987 4.5606 2.7443 0.00
H 1.5939 5.2416 1.8649 0.00
H 0.1167 5.9451 1.5437 0.00
H -0.3381 6.0493 6.2508 0.00
H -0.0945 4.7617 5.3895 0.00
C 2.2672 -4.6598 3.1328 0.00
C 1.1880 -4.0137 3.9936 0.00
C -0.0972 -4.8355 3.9094 0.00
O -0.9877 -4.4611 4.9282 0.00
C -1.9188 -5.4689 5.2976 0.00
N 1.7459 -3.8867 5.3572 0.00
H 2.2915 -5.7388 3.3075 0.00
H 3.2536 -4.2200 3.2737 0.00
H 2.0129 -4.5726 2.0706 0.00
H 0.8844 -3.0124 3.6698 0.00
H 0.0802 -5.9223 3.9243 0.00
H -0.4521 -4.6633 2.8807 0.00
H -1.4090 -6.2557 5.8620 0.00
H -2.3989 -5.8109 4.3792 0.00
H -2.6013 -5.0323 6.0250 0.00
H 2.5731 -4.4903 5.3902 0.00
H 1.1912 -4.4909 5.9685 0.00

18
Properties=species:S:1:pos:R:3:mulliken_charge:R:1 method="wB97M-V/def2-TZVPD" homo_lumo_gap_ev=9.01 e_lumo_ev=0.85 charge=0 homo_energy_ev=-8.169
C -0.3383 -1.0029 -1.4966 -0.84
C -0.9708 0.2776 -1.0218 -0.51
C -0.4017 0.8651 0.2594 -0.49
N 0.3156 1.5865 2.8761 -0.66
C 0.2751 0.3738 2.4771 0.01
N -0.4712 -0.0835 1.3749 -0.34
N 1.1401 -0.9182 -1.4472 -0.49
H -0.5403 -1.8288 -0.8394 0.36
H -0.6856 -1.3602 -2.4677 0.34
H -2.0275 0.0849 -0.8255 0.31
H -0.9911 1.0449 -1.7975 0.36
H 0.6337 1.1585 0.0525 0.31
H -0.9485 1.7739 0.4669 0.36
H 1.2811 1.2863 2.2317 0.28
H 0.8171 -0.5017 2.9021 0.33
H -0.0989 -0.9737 1.0583 0.29
H 1.5507 -1.7140 -1.9149 0.22
H 1.4605 -0.0682 -1.8884 0.18

31
Properties=species:S:1:pos:R:3:nbo_charge:R:1 method="wB97M-V/def2-TZVPD" homo_lumo_gap_ev="6.19 / 8.05" e_lumo_ev="-0.51 / -0.12" charge=0 homo_energy_ev="-6.701 / -8.164"
C 2.0874 3.2257 -0.1524 -0.21
C 1.2919 2.7585 -1.1781 -0.23
C 1.8497 2.7614 1.1682 -0.21
C 0.4921 1.6568 -0.9806 -0.19
C 0.9432 1.7477 1.4204 -0.19
C 0.3030 1.0589 0.3159 -0.17
C 1.7741 -2.7242 1.6534 -0.58
C 1.8651 -1.8054 0.7884 -0.14
C -0.5699 -1.5677 -1.3751 -0.60
C -2.3472 -1.8424 0.4312 -0.59
C -2.3124 0.2444 -1.1828 -0.59
C -0.5945 0.0027 0.5342 0.49
C -1.3841 -0.8284 -0.3567 -0.15
F -0.7675 -0.2529 1.8149 -0.33
I 3.2018 -0.8427 -0.4239 0.23
H 2.8763 3.8558 -0.1389 0.21
H 1.6485 3.0017 -2.1651 0.21
H 2.4630 3.2387 1.9881 0.21
H -0.0356 1.1256 -1.7634 0.21
H 0.6620 1.3120 2.3849 0.23
H 2.5829 -3.2745 2.1363 0.23
H 0.6891 -2.9289 1.9823 0.24
H 0.3098 -2.0264 -1.0021 0.23
H -1.2990 -2.2834 -1.8458 0.21
H -0.1342 -1.0029 -2.1668 0.21
H -1.8710 -2.5817 1.0899 0.22
H -2.9132 -1.1743 1.0690 0.21
H -3.0854 -2.4066 -0.1905 0.22
H -2.0213 1.1964 -0.8486 0.22
H -2.3464 0.2050 -2.2312 0.21
H -3.3580 0.1512 -0.7751 0.21

13
Properties=species:S:1:pos:R:3:nbo_charge:R:1 method="wB97M-V/def2-TZVPD" homo_lumo_gap_ev=9.55 e_lumo_ev=0.51 smiles="N=C=CCl.C#CC" charge=0 homo_energy_ev=-9.035
C -0.9379 -0.1812 -2.4244 0.39
C 0.3911 0.1386 2.1538 0.01
C -0.3409 -0.8194 2.2900 -0.27
C 1.2220 1.2954 1.8246 -0.69
C -0.2453 -1.1615 -1.8765 -0.44
N -1.4834 0.8550 -2.8667 -0.59
Cl -1.2073 -2.4372 -1.1784 0.00
H -1.6885 0.8834 -3.8332 0.38
H -0.7092 -1.7839 2.3460 0.23
H 0.5195 2.0456 1.3871 0.25
H 1.9229 0.9596 1.0861 0.24
H 1.6761 1.5008 2.8114 0.24
H 0.8807 -1.2952 -1.7198 0.27